Record 1
{
  "formula": "C25H28FN5O7SSn",
  "method": "ωB97M-V/def2-TZVPD",
  "total_charge": 2,
  "e_homo_ev": -12.1,
  "multiplicity": 1,
  "de_lowest_kcal_mol": 0.00,
  "symbols": ["Sn", "S", "F", "O", "O", "O", "O", "O", "O", "O", "N", "N", "N", "N", "N", "C", "C", "C", "C", "C", "C", "C", "C", "C", "C", "C", "C", "C", "C", "C", "C", "C", "C", "C", "C", "C", "C", "C", "C", "C", "H", "H", "H", "H", "H", "H", "H", "H", "H", "H", "H", "H", "H", "H", "H", "H", "H", "H", "H", "H", "H", "H", "H", "H", "H", "H", "H", "H"],
  "positions_angstrom": [[-1.612, -2.264, 1.638], [-1.737, -9.175, -0.404], [3.331, 2.886, 0.598], [0.223, -6.192, 0.553], [-2.687, -3.617, -2.065], [-4.617, -0.205, 0.096], [-3.140, -0.779, 1.751], [-1.251, -7.588, -0.484], [-0.523, -0.396, 0.950], [-2.199, -2.177, -0.494], [4.391, 7.221, -0.496], [-2.029, 3.155, -0.452], [2.316, 5.303, -0.143], [-0.806, -3.914, -0.984], [-0.003, -3.542, 0.081], [-1.053, 0.738, 0.613], [0.133, 4.206, -0.307], [1.504, -9.815, 2.570], [-0.683, 3.068, -0.124], [-2.939, 5.529, -0.417], [-0.316, -10.890, 1.382], [0.104, -8.491, 1.161], [3.029, 5.410, -1.486], [-0.193, 1.861, 0.306], [1.186, 1.820, 0.602], [0.729, -10.903, 2.327], [3.696, 7.023, 0.846], [-2.437, 0.949, 0.390], [-2.818, 2.112, -0.184], [-0.569, -9.632, 0.805], [1.480, 4.167, -0.015], [1.970, 2.911, 0.450], [3.530, 6.866, -1.688], [-3.534, -0.104, 0.707], [-0.221, -7.304, 0.446], [-2.493, 4.286, -1.261], [3.236, 5.567, 0.963], [-4.005, -3.044, -2.149], [-1.912, -3.173, -1.140], [1.214, -8.580, 2.011], [4.178, 4.958, 0.929], [-4.029, -1.939, -2.177], [2.251, -9.800, 3.331], [0.739, -2.908, -0.222], [-3.379, 3.965, -1.840], [-3.219, 6.323, -1.117], [2.714, 5.398, 1.943], [4.438, 7.266, 1.645], [2.853, 7.721, 0.864], [2.323, 5.172, -2.283], [1.891, -7.766, 2.133], [4.019, 7.037, -2.600], [-3.780, 5.310, 0.211], [0.396, -4.385, 0.486], [-0.855, -11.807, 1.171], [-4.664, -3.296, -1.326], [1.628, 0.901, 0.929], [-3.846, 2.202, -0.532], [-0.757, -4.879, -1.252], [2.618, 7.461, -1.667], [5.237, 6.682, -0.619], [0.926, -11.815, 2.828], [-0.262, 5.137, -0.699], [-2.149, 5.928, 0.202], [-1.728, 4.445, -2.013], [3.877, 4.672, -1.594], [-4.368, -3.459, -3.076], [4.656, 8.185, -0.605]],
  "forces_ev_per_angstrom": [[-0.278, 1.341, 0.486], [-0.539, -0.739, -0.370], [-0.779, -0.656, 0.259], [0.024, 0.259, -0.287], [-0.590, -0.430, -0.627], [2.887, 0.545, 1.296], [-0.480, -0.708, -0.374], [1.213, 0.556, 1.109], [-0.270, 0.987, -0.051], [0.168, 1.138, 1.393], [-0.895, 0.099, -0.748], [0.449, -0.117, 0.002], [0.982, 0.318, -1.438], [0.151, 0.515, 0.117], [0.967, 0.917, 0.521], [0.027, -1.781, -0.135], [0.707, 0.370, -0.083], [0.227, 2.217, 0.614], [-1.043, 1.050, -0.893], [0.913, -0.320, -1.348], [0.818, 0.854, 0.585], [2.175, -0.136, 0.835], [0.323, -0.285, 0.642], [1.086, -0.066, 1.180], [0.366, -0.459, 0.090], [-1.717, -0.898, -1.431], [0.417, -0.149, 0.536], [-0.446, -1.019, 0.111], [-0.988, 0.700, -0.827], [-1.180, -0.784, -0.373], [-0.627, -1.189, 0.404], [0.743, 1.206, -0.766], [-2.159, -1.463, 1.932], [-1.078, 0.273, -0.593], [-1.504, -0.344, -0.990], [-1.535, 0.472, 0.323], [0.446, 0.159, 0.132], [-0.659, 0.953, -0.596], [-0.133, -1.546, -0.967], [-0.367, -0.940, -0.419], [-0.838, 0.096, 0.135], [0.523, -0.564, -0.163], [0.666, -0.482, 0.186], [-0.076, -0.335, -0.128], [0.404, -0.109, 0.390], [-0.090, -0.122, 0.100], [0.579, 0.225, -0.901], [-0.600, -0.073, -0.684], [0.250, -0.085, -0.025], [-0.011, 0.105, 0.141], [0.051, 0.638, 0.301], [1.049, 0.101, -1.054], [-0.448, -0.301, 0.233], [-0.073, -0.004, 0.059], [-0.075, 0.321, -0.166], [0.280, -0.520, 0.279], [0.104, -0.358, 0.153], [0.074, 0.018, 0.212], [-0.172, -0.317, -0.388], [0.241, 0.440, 0.202], [0.504, -0.394, 0.522], [0.216, -0.762, 0.407], [-0.042, -0.181, 0.242], [0.293, -0.025, 0.220], [0.080, 0.506, 0.052], [-0.640, 0.568, 0.355], [-0.332, 0.043, -0.105], [0.264, 0.675, 0.175]]
}

=====

Record 2
{
  "formula": "C25H28N2O2",
  "method": "ωB97M-V/def2-TZVPD",
  "total_charge": 0,
  "smiles": "Cc1ccc(/C=C/C(=O)N2CCCN(C(=O)/C=C/c3ccc(C)cc3)CC2)cc1",
  "e_homo_ev": -8.2,
  "multiplicity": 1,
  "de_lowest_kcal_mol": 27.78,
  "symbols": ["O", "O", "N", "N", "C", "C", "C", "C", "C", "C", "C", "C", "C", "C", "C", "C", "C", "C", "C", "C", "C", "C", "C", "C", "C", "C", "C", "C", "C", "H", "H", "H", "H", "H", "H", "H", "H", "H", "H", "H", "H", "H", "H", "H", "H", "H", "H", "H", "H", "H", "H", "H", "H", "H", "H", "H", "H"],
  "positions_angstrom": [[-1.191, -1.771, 2.402], [-0.442, 0.028, -1.533], [0.565, -1.979, -1.310], [-1.062, -3.021, 0.538], [3.977, 0.885, -0.404], [-5.971, 2.644, -0.333], [-6.172, 2.107, 0.932], [-1.553, -1.961, 1.251], [0.065, -3.734, 1.104], [6.223, 2.226, 0.630], [5.127, 1.068, -1.174], [5.082, 2.040, 1.403], [1.585, -2.821, -0.719], [7.406, 2.962, 1.181], [-2.503, -1.067, 0.569], [-0.585, -2.639, -1.885], [-3.989, 1.286, -0.556], [-6.924, 3.647, -0.909], [-5.295, 1.175, 1.451], [2.846, 0.178, -0.983], [1.641, 0.019, -0.435], [3.978, 1.383, 0.900], [-4.863, 2.225, -1.063], [-4.196, 0.736, 0.712], [-3.296, -0.253, 1.275], [0.500, -0.632, -1.130], [6.227, 1.729, -0.667], [-1.441, -3.366, -0.807], [1.387, -3.032, 0.785], [-3.294, -0.350, 2.354], [7.104, 1.860, -1.286], [1.394, -2.062, 1.285], [7.241, 4.037, 1.109], [8.309, 2.720, 0.626], [-1.170, -1.860, -2.377], [1.375, 0.476, 0.507], [3.029, -0.240, -1.968], [-7.021, 2.427, 1.519], [-0.073, -3.763, 2.187], [-1.316, -4.448, -0.913], [5.062, 2.417, 2.416], [-2.477, -1.015, -0.506], [1.555, -3.784, -1.236], [2.216, -3.624, 1.176], [-7.560, 4.070, -0.135], [5.152, 0.689, -2.186], [-3.118, 1.001, -1.127], [3.111, 1.251, 1.529], [-0.248, -3.354, -2.641], [-7.562, 3.171, -1.654], [-6.382, 4.453, -1.401], [-4.684, 2.647, -2.042], [-2.499, -3.143, -0.955], [-5.464, 0.770, 2.439], [2.567, -2.374, -0.889], [0.069, -4.756, 0.715], [7.559, 2.718, 2.230]],
  "forces_ev_per_angstrom": [[0.072, 0.131, 0.213], [-0.225, 0.330, 0.081], [-0.109, -0.074, -0.340], [-0.130, -0.194, 0.102], [0.458, 0.258, 0.131], [0.015, -0.025, 0.084], [-0.046, 0.090, -0.102], [0.030, -0.252, 0.137], [0.324, 0.121, 0.429], [0.007, -0.070, -0.093], [-0.260, -0.069, 0.065], [0.001, 0.004, -0.031], [0.440, -0.038, 0.473], [-0.029, 0.061, -0.008], [-0.343, 0.443, 0.115], [-0.219, 0.085, -0.198], [-0.010, -0.038, 0.127], [-0.013, -0.039, -0.035], [0.219, -0.144, -0.069], [-0.588, -0.206, 0.006], [0.282, 0.279, -0.109], [-0.021, -0.046, -0.130], [-0.061, -0.021, 0.017], [-0.340, 0.366, -0.182], [0.374, -0.611, -0.019], [0.169, -0.180, -0.256], [0.078, 0.080, 0.134], [-0.064, 0.079, -0.241], [-0.227, -0.202, -0.251], [0.092, -0.027, 0.083], [0.088, 0.008, -0.045], [0.058, 0.002, 0.062], [0.068, 0.071, 0.028], [0.082, 0.014, 0.010], [0.062, -0.202, 0.023], [0.016, 0.052, 0.138], [-0.039, -0.095, -0.081], [-0.072, 0.039, 0.045], [0.035, -0.120, -0.165], [-0.092, 0.113, 0.035], [-0.004, 0.024, 0.107], [-0.070, 0.015, -0.162], [0.044, 0.053, -0.044], [0.073, 0.002, 0.053], [-0.056, 0.061, 0.005], [-0.020, -0.049, -0.090], [0.135, -0.044, -0.072], [-0.097, -0.021, 0.083], [-0.026, 0.051, 0.038], [-0.073, 0.045, -0.046], [-0.025, 0.083, -0.033], [0.037, 0.051, -0.094], [0.081, -0.076, -0.042], [0.008, -0.034, 0.101], [-0.112, -0.186, -0.045], [-0.045, 0.037, -0.002], [0.068, 0.013, 0.058]]
}

=====

Record 3
{
  "formula": "C25H28N2O3",
  "method": "ωB97M-V/def2-TZVPD",
  "total_charge": 0,
  "smiles": "COc1ccc(CCNC[C@@H](O)Cn2c3ccccc3c3ccccc32)cc1OC",
  "e_homo_ev": -7.9,
  "multiplicity": 1,
  "de_lowest_kcal_mol": 25.26,
  "symbols": ["O", "O", "O", "N", "N", "C", "C", "C", "C", "C", "C", "C", "C", "C", "C", "C", "C", "C", "C", "C", "C", "C", "C", "C", "C", "C", "C", "C", "C", "C", "H", "H", "H", "H", "H", "H", "H", "H", "H", "H", "H", "H", "H", "H", "H", "H", "H", "H", "H", "H", "H", "H", "H", "H", "H", "H", "H", "H"],
  "positions_angstrom": [[-2.665, 3.507, -1.722], [5.308, 0.790, 2.066], [6.636, -0.450, 0.226], [-0.646, 1.628, -1.451], [-3.669, 0.103, -0.730], [5.289, -0.370, 0.026], [-2.844, 2.453, -0.813], [7.413, -1.105, -0.743], [0.751, 1.397, -1.143], [4.564, 0.310, 1.029], [-1.409, -3.336, -1.017], [-4.212, -1.652, 2.351], [3.231, -0.753, -1.162], [-5.092, 0.780, 1.213], [1.033, 0.119, -0.328], [-4.219, -0.050, 0.525], [4.608, -0.895, -1.057], [4.646, 1.459, 3.109], [-2.905, -1.871, 0.120], [-2.873, -0.990, -0.989], [3.193, 0.443, 0.905], [-2.139, -1.310, -2.125], [-5.078, -0.820, 3.031], [-3.686, 1.327, -1.478], [-5.513, 0.378, 2.466], [-1.408, -2.483, -2.118], [-3.778, -1.270, 1.088], [-1.483, 1.951, -0.309], [2.512, -0.087, -0.188], [-2.164, -3.045, 0.101], [-2.150, -0.686, -3.007], [-4.715, 1.683, -1.586], [-0.999, 2.768, 0.234], [-3.879, -2.582, 2.786], [8.440, -1.043, -0.387], [-1.867, 3.295, -2.230], [1.286, 1.332, -2.096], [5.422, 1.736, 3.819], [5.138, -1.421, -1.834], [-1.631, 1.117, 0.393], [0.570, 0.205, 0.656], [-3.294, 1.140, -2.479], [2.720, -1.175, -2.015], [0.582, -0.733, -0.844], [7.130, -2.158, -0.846], [-0.819, -4.239, -1.048], [-2.182, -3.714, 0.948], [3.916, 0.810, 3.606], [7.340, -0.614, -1.720], [-5.430, -1.097, 4.013], [2.627, 0.962, 1.663], [1.131, 2.269, -0.602], [-0.826, -2.746, -2.990], [4.142, 2.364, 2.754], [-1.010, 0.799, -1.912], [-6.195, 1.006, 3.021], [-5.442, 1.707, 0.786], [-3.406, 2.859, 0.036]],
  "forces_ev_per_angstrom": [[-0.153, 0.285, -0.227], [0.051, -0.235, -0.398], [-0.339, 0.157, 0.208], [-0.315, -0.008, -0.213], [-0.150, -0.145, -0.032], [0.088, 0.062, 0.118], [0.159, -0.344, 0.201], [0.103, -0.108, -0.164], [0.104, -0.217, -0.009], [0.238, 0.001, 0.021], [0.099, -0.194, 0.032], [-0.008, 0.079, -0.098], [-0.181, 0.099, 0.140], [-0.032, 0.137, -0.045], [-0.001, 0.314, -0.160], [-0.022, -0.421, 0.404], [0.312, 0.018, 0.077], [-0.134, 0.113, 0.167], [0.157, 0.150, -0.359], [0.131, -0.494, 0.207], [0.177, 0.038, 0.114], [0.000, 0.058, -0.151], [-0.034, -0.112, 0.185], [0.145, 0.584, 0.028], [-0.020, 0.071, -0.026], [0.008, 0.044, -0.060], [-0.185, 0.386, 0.024], [-0.296, 0.034, 0.044], [-0.019, -0.192, -0.100], [-0.032, 0.113, -0.062], [-0.002, 0.065, -0.059], [0.086, -0.048, -0.103], [-0.063, -0.034, 0.013], [0.021, -0.092, 0.068], [-0.054, -0.032, -0.068], [0.051, -0.081, 0.065], [0.105, 0.041, 0.117], [-0.089, 0.005, -0.019], [0.111, -0.044, -0.040], [0.039, 0.068, -0.015], [-0.050, -0.077, 0.014], [-0.062, 0.004, 0.051], [-0.082, -0.058, -0.102], [-0.054, -0.008, 0.052], [0.001, 0.046, -0.008], [0.039, -0.078, 0.003], [0.017, -0.086, 0.085], [0.019, 0.033, -0.032], [-0.010, -0.030, 0.036], [-0.023, -0.025, 0.074], [-0.028, 0.065, 0.130], [0.074, -0.002, -0.066], [0.031, -0.016, -0.072], [0.007, -0.047, 0.011], [0.069, 0.079, 0.061], [-0.051, 0.055, 0.030], [-0.036, 0.113, -0.038], [0.084, -0.092, -0.054]]
}

=====

Record 4
{
  "formula": "C25H28N2O4S",
  "method": "ωB97M-V/def2-TZVPD",
  "total_charge": 0,
  "smiles": "Cc1ccc(S(=O)(=O)Cc2ccc(C(=O)N3CCN(c4cccc(C)c4C)CC3)o2)cc1",
  "e_homo_ev": -8.1,
  "multiplicity": 1,
  "de_lowest_kcal_mol": 29.84,
  "symbols": ["S", "O", "O", "O", "O", "N", "N", "C", "C", "C", "C", "C", "C", "C", "C", "C", "C", "C", "C", "C", "C", "C", "C", "C", "C", "C", "C", "C", "C", "C", "C", "C", "H", "H", "H", "H", "H", "H", "H", "H", "H", "H", "H", "H", "H", "H", "H", "H", "H", "H", "H", "H", "H", "H", "H", "H", "H", "H", "H", "H"],
  "positions_angstrom": [[-0.887, -3.276, 0.086], [-1.067, -2.014, 0.752], [-1.258, -4.472, 0.791], [1.564, 1.787, -2.980], [1.051, -1.105, -0.998], [0.872, 2.980, 1.546], [0.530, 1.786, -0.979], [-1.704, -3.221, -1.506], [-1.879, -4.398, -2.206], [2.879, 4.436, 4.305], [-1.093, 3.001, 3.592], [2.533, 3.970, 3.052], [1.090, 1.164, -2.039], [1.208, -2.430, -2.777], [0.902, -3.421, -0.394], [1.538, 3.530, 0.385], [0.748, 1.538, 1.425], [-2.623, -1.968, -3.314], [0.686, 3.221, -0.851], [-3.412, -3.089, -5.410], [1.118, -2.384, -1.411], [0.315, 3.449, 3.853], [-0.301, 3.863, 6.255], [1.260, 3.459, 2.817], [1.965, 4.382, 5.339], [-2.074, -2.005, -2.045], [-2.434, -4.354, -3.473], [-0.098, 1.215, 0.191], [1.097, -0.312, -2.093], [1.213, -1.091, -3.217], [-2.804, -3.139, -4.043], [0.683, 3.894, 5.123], [-1.594, -5.331, -1.746], [1.061, -4.424, -0.772], [-3.045, -2.227, -5.963], [-0.237, 0.141, 0.111], [-1.111, 4.572, 6.081], [1.275, -3.310, -3.383], [-1.798, 3.675, 4.072], [-1.080, 1.689, 0.305], [2.541, 3.099, 0.227], [0.186, 4.128, 7.190], [-3.190, -3.992, -5.971], [1.463, -3.246, 0.521], [-0.301, 3.681, -0.740], [-2.579, -5.269, -4.027], [0.273, 1.129, 2.315], [3.262, 3.994, 2.257], [-4.495, -2.996, -5.329], [-1.289, 2.994, 2.524], [1.630, 4.611, 0.506], [1.166, 3.593, -1.756], [-1.933, -1.108, -1.463], [1.284, -0.732, -4.222], [-0.741, 2.873, 6.359], [3.871, 4.828, 4.478], [2.244, 4.729, 6.323], [1.738, 1.064, 1.312], [-2.910, -1.021, -3.746], [-1.270, 2.000, 3.987]],
  "forces_ev_per_angstrom": [[0.193, -0.408, 0.095], [0.047, 0.250, -0.213], [0.046, -0.249, -0.237], [0.049, -0.256, -0.134], [0.093, 0.140, 0.305], [0.071, 0.074, -0.068], [-0.056, 0.209, 0.086], [0.284, 0.001, 0.569], [-0.023, -0.137, 0.051], [0.049, 0.028, 0.038], [0.057, 0.041, 0.037], [0.006, -0.064, -0.120], [-0.044, 0.208, 0.028], [0.148, -0.054, 0.715], [-1.033, 0.431, 0.178], [-0.237, 0.094, -0.241], [-0.296, -0.156, -0.154], [0.018, -0.115, 0.078], [0.412, 0.359, -0.139], [-0.065, 0.003, 0.007], [0.373, -0.245, -0.990], [0.037, -0.035, -0.058], [0.023, 0.024, -0.055], [0.060, 0.124, 0.214], [0.023, 0.012, -0.010], [-0.050, 0.133, 0.068], [0.053, 0.060, 0.045], [-0.036, -0.403, 0.461], [0.194, -0.444, -1.121], [-0.086, 0.546, 0.586], [0.062, 0.015, 0.063], [0.128, 0.000, 0.016], [0.012, -0.180, -0.004], [0.015, -0.067, -0.061], [0.003, 0.035, -0.087], [-0.035, 0.187, -0.042], [-0.108, 0.011, 0.050], [-0.043, -0.254, -0.082], [-0.101, -0.011, 0.035], [0.048, -0.059, 0.035], [-0.017, 0.065, 0.026], [-0.010, 0.008, 0.067], [-0.004, -0.034, -0.083], [-0.024, -0.053, 0.146], [0.051, -0.003, 0.001], [-0.015, -0.093, -0.056], [-0.004, -0.006, 0.015], [0.054, -0.012, -0.104], [-0.071, 0.002, -0.067], [-0.072, -0.026, -0.048], [0.042, -0.041, -0.020], [-0.107, -0.013, 0.134], [0.033, 0.165, 0.023], [0.028, 0.164, -0.185], [-0.094, -0.045, 0.067], [0.079, 0.029, 0.011], [0.007, 0.030, 0.105], [-0.044, -0.005, 0.053], [-0.023, 0.117, -0.043], [-0.101, -0.096, 0.016]]
}